No. 1
Density functional theory data (the ωB97M-V functional and the def2-TZVPD basis) for C4H16LiO8S as an isolated structure at a distorted geometry.

ORCA input file:
```
! RIJCOSX wB97M-V def2-TZVPD def2/J DEFGRID3
* xyz -1 1
Li 0.64620 0.02762 -0.22901
S -1.35707 -1.73367 -2.13921
O -0.80358 -0.70595 -1.24608
O -2.42539 -2.49261 -1.42390
O -1.99468 -0.89972 -3.19292
O -0.27763 -2.58905 -2.58315
C 0.65572 0.25052 2.76530
O 0.38400 -0.66653 1.74114
H -0.04103 0.20865 3.41694
H 0.90107 1.16233 2.33111
H 1.56094 0.00444 3.28575
H 0.36022 -1.66947 2.22877
C -3.63017 -0.20451 0.53670
O -2.37188 0.62335 0.58347
H -4.38560 -0.01846 1.31335
H -3.25999 -1.34039 0.66602
H -4.19395 -0.30458 -0.38455
H -1.88231 0.14553 -0.21011
C 0.00928 2.38340 -1.48549
O 0.21961 1.95351 -0.13668
H 0.80248 3.10159 -1.84537
H -0.89862 2.95977 -1.62898
H 0.27098 1.43100 -2.15293
H -0.60690 2.09800 0.46344
C 3.98034 -0.39038 0.02781
O 2.75283 -0.57160 -0.51464
H 4.08915 -0.78897 0.84218
H 4.23848 0.65041 0.14650
H 4.66609 -1.09060 -0.51552
H 2.59138 -1.53363 -0.65993
*
```

Calculated values
HOMO-LUMO gap   5.3 eV
LUMO   2.0 eV
DFT total energy   -31826.585 eV
HOMO   -3.24 eV

***

No. 2
Density functional theory data (the ωB97M-V functional and the def2-TZVPD basis) for a 3-piece molecular cluster, C4H16N2O2 overall at a distorted geometry.

ORCA input file:
```
! RIJCOSX wB97M-V def2-TZVPD def2/J DEFGRID3
* xyz -1 2
C -0.50849 1.30798 -0.33036
C 0.55496 0.50237 0.38861
C 0.44962 -0.93061 0.88793
N 0.00981 -0.99836 2.33715
C -0.60953 2.02402 -1.75334
N -1.10727 1.30786 -2.82750
H -1.10564 2.04625 0.32541
H -1.29008 0.47299 -0.54660
H 0.78899 1.12507 1.37264
H 1.50923 0.52457 -0.24040
H 1.41154 -1.33185 0.75342
H -0.24306 -1.64754 0.25311
H -0.12068 -2.03736 2.67436
H 0.65725 -0.32665 2.73710
H -1.11518 2.95934 -1.60517
H 0.48137 2.47778 -2.16460
H -2.16754 0.97633 -2.72915
H -0.63027 0.53084 -3.02885
H 4.38500 -0.70936 -0.90407
H 2.71094 -1.08044 -0.86994
O 3.61553 -1.24580 -0.59015
H -2.47329 -1.96262 2.70792
H -2.57269 -1.59510 1.33967
O -2.63051 -2.38972 1.81280
*
```

Calculated values
Expectation value of S²   0.75
HOMO-LUMO gap (spin up / spin down)   2.4 / 9.5 eV
LUMO (spin up / spin down)   3.4 / 3.3 eV
DFT total energy   -11478.590 eV
HOMO (spin up / spin down)   0.97 / -6.21 eV

***

No. 3
Density functional theory data (the ωB97M-V functional and the def2-TZVPD basis) for a 3-piece molecular cluster, C4H16N2O2 overall at a distorted geometry.

ORCA input file:
```
! RIJCOSX wB97M-V def2-TZVPD def2/J DEFGRID3
* xyz 0 1
C -0.21961 -1.15998 -2.14018
C -0.70104 -1.39787 -0.65265
C -1.08490 -2.86722 -0.37845
N 0.33213 -0.97557 0.23605
C 0.28714 0.18274 1.09802
N -0.74987 0.20437 2.15090
H -1.04510 -0.56401 -2.62685
H -0.12359 -2.14468 -2.64484
H 0.76266 -0.58244 -2.24570
H -1.76883 -0.82794 -0.36715
H -0.31107 -3.63883 -0.32308
H -1.78661 -3.32403 -1.06706
H -1.63341 -2.85127 0.68741
H 0.96200 -1.75553 0.64275
H -0.03835 1.05909 0.46026
H 1.35571 0.45542 1.49032
H -1.71088 -0.12453 1.99100
H -0.44698 0.05263 3.04575
O -0.36448 3.73018 0.28657
H 0.12645 3.16358 0.89216
H -0.46709 3.09685 -0.39971
O 2.29857 1.60008 -0.66937
H 1.89549 1.49270 0.25162
H 1.99150 0.70333 -0.99354
*
```

Calculated values
HOMO-LUMO gap   9.6 eV
LUMO   0.7 eV
Structure (SMILES)   CC(C)NCN.O.O
DFT total energy   -11480.658 eV
HOMO   -8.91 eV

***

No. 4
Density functional theory data (the ωB97M-V functional and the def2-TZVPD basis) for a 3-piece molecular cluster, C4H16N2O2 overall at a distorted geometry.

ORCA input file:
```
! RIJCOSX wB97M-V def2-TZVPD def2/J DEFGRID3
* xyz 2 1
C 1.06354 -0.36407 -1.57836
C -0.30108 -0.86974 -1.56331
C -0.91618 -0.87210 -0.17687
C -2.17222 -1.32315 -0.08622
N -2.82896 -1.27357 1.18211
N 1.27282 1.16172 -1.43581
H 1.80567 -0.93153 -0.91507
H 1.62311 -0.66739 -2.50452
H -1.00921 -0.37680 -2.25886
H -0.19137 -1.85814 -2.09942
H -0.43855 -0.60376 0.86124
H -2.81891 -1.31421 -0.94123
H -3.79066 -1.62397 1.33203
H -2.25095 -1.80585 1.97164
H -2.84230 -0.30029 1.45649
H 1.88801 1.46142 -2.20439
H 0.45323 1.82029 -1.34235
H 1.80713 1.17539 -0.56563
H 2.39335 0.86949 3.27124
H 2.45530 -0.28359 2.24578
O 1.90143 0.54440 2.38462
H 1.02851 1.76917 1.49341
H 0.97873 3.31012 0.80133
O 0.88957 2.35615 0.67212
*
```

Calculated values
HOMO-LUMO gap   11.2 eV
LUMO   -6.8 eV
DFT total energy   -11464.774 eV
HOMO   -18.03 eV